Here is one molecule with the formula C6H7N from the Open Molecules 2025 dataset. Energies are from ωB97M-V/def2-TZVPD.

Maximum force (eV Å⁻¹): 4.61
LUMO energy (eV): 0.305
Net charge: 0
Frontier orbital gap (eV): 9.967
Relative energy (zero: lowest compared OMol25 entry of this formula, charge and spin) (kJ/mol): 226.35
Multiplicity: 1

Each line ends with the natural charge from an NBO analysis.
CARTESIAN COORDINATES (ANGSTROEM)
C 0.520884 0.672659 1.224368  -0.37
C -0.160668 0.150767 0.176658  0.00
C -0.581592 1.133783 -0.868005  -0.65
C -0.529260 -1.293687 0.087090  -0.18
C 0.321933 -2.282037 0.154283  -0.28
C -1.908415 -1.585679 -0.098134  0.26
N -3.047194 -1.734242 0.050329  -0.28
H 0.853302 1.663720 1.224355  0.19
H 1.152845 -0.051710 1.904331  0.20
H -0.147052 2.128221 -0.728863  0.23
H -1.737371 1.255268 -0.758005  0.23
H -0.521830 0.653168 -1.880813  0.23
H -0.011572 -3.327083 0.011487  0.22
H 1.442633 -2.150184 0.135131  0.22

Atomic forces in eV per Å
C 1.60 -4.33 0.07
C 0.99 1.50 1.47
C -3.39 -0.97 -0.67
C 0.20 1.57 -0.43
C 2.36 -2.05 -0.80
C -1.92 0.07 1.09
N 0.87 -0.01 -0.68
H 0.17 1.42 0.02
H -1.87 1.49 -0.87
H 0.13 -0.47 -0.39
H 1.72 0.03 -0.21
H 0.48 0.90 0.68
H 0.13 0.74 0.30
H -1.47 0.12 0.42

Here is C22H26BF3InO4 as an isolated structure from the Open Molecules 2025 dataset. Energies are from ωB97M-V/def2-TZVPD.

Maximum force (eV Å⁻¹): 0.88
LUMO energy (eV): 2.433
Net charge: -1
Frontier orbital gap (eV): 7.633
Multiplicity: 1

Each line ends with the Löwdin charge.
CARTESIAN COORDINATES (ANGSTROEM)
C 1.448200 -0.135694 1.992997  0.02
C 1.781178 1.205533 1.377705  -0.58
O 1.882154 1.360995 0.181782  0.05
O 1.996398 2.178957 2.273339  -0.13
C 1.141747 3.381702 2.187016  -0.26
In -0.828478 3.337338 1.108613  0.52
C -2.207257 1.761239 1.905925  -0.18
B -3.148918 1.454332 0.736806  -0.84
O -3.898340 2.470389 0.113450  0.04
O -3.352257 0.159729 0.220059  0.09
H 0.720222 -0.633185 1.350694  0.09
H 1.013348 0.004203 2.984251  0.08
H 2.350949 -0.745348 2.078968  0.07
H 1.759242 4.202794 1.806071  0.03
H 0.927227 3.613197 3.236158  0.03
H -1.562208 4.932487 1.410314  -0.11
H -0.708478 3.132381 -0.662963  -0.08
H -1.713803 0.853007 2.269879  0.01
H -2.727997 2.228322 2.750249  0.03
H -3.513304 2.707484 -0.738270  0.09
H -2.521829 -0.294791 0.050638  0.08
F -10.300251 0.846292 -2.850541  0.03
C -9.185849 1.097057 -2.117376  -0.30
C -9.312799 1.277670 -0.756062  -0.03
C -8.166190 1.531822 -0.013905  -0.08
C -6.923720 1.606294 -0.629980  -0.07
C -6.832363 1.419900 -2.002142  -0.07
C -7.967024 1.161347 -2.760056  -0.03
H -10.289908 1.220006 -0.295008  0.11
H -8.244988 1.673094 1.056156  0.10
H -6.028097 1.806377 -0.057124  0.08
H -5.865761 1.474938 -2.485169  0.11
H -7.914748 1.008947 -3.829910  0.11
F 3.337352 -3.375026 2.824377  0.05
C 4.631815 -3.247061 2.469672  -0.29
C 5.109404 -3.998390 1.415399  -0.02
C 6.439564 -3.856954 1.050681  -0.09
C 7.266922 -2.981318 1.740043  -0.10
C 6.759485 -2.238090 2.796829  -0.08
C 5.429433 -2.365126 3.170313  -0.02
H 4.442327 -4.667914 0.889906  0.12
H 6.827828 -4.427569 0.217465  0.10
H 8.302782 -2.871563 1.448242  0.10
H 7.399490 -1.549908 3.332842  0.10
H 5.008201 -1.788417 3.982453  0.12
F 4.650952 -1.660246 -0.933217  0.05
C 3.878308 -1.489468 -2.029123  -0.28
C 3.154990 -0.321295 -2.150441  0.00
C 2.353400 -0.161263 -3.270812  -0.07
C 2.290475 -1.154064 -4.240932  -0.10
C 3.033396 -2.317320 -4.091907  -0.10
C 3.839103 -2.494527 -2.975285  -0.03
H 3.199877 0.432552 -1.376655  0.10
H 1.770596 0.744109 -3.375420  0.11
H 1.658908 -1.022770 -5.109748  0.10
H 2.982919 -3.094938 -4.843245  0.10
H 4.426375 -3.392253 -2.834002  0.11

Atomic forces in eV per Å
C -0.14 0.17 0.20
C 0.32 0.21 -0.30
O -0.20 0.03 0.33
O -0.43 -0.39 0.16
C 0.06 0.24 -0.04
In 0.00 0.32 -0.29
C -0.11 -0.46 0.08
B 0.05 -0.04 0.15
O -0.05 -0.03 0.16
O 0.26 0.40 -0.74
H 0.21 -0.07 -0.01
H 0.11 -0.05 -0.09
H -0.08 -0.01 -0.07
H -0.02 -0.13 -0.03
H 0.08 -0.03 -0.10
H 0.12 -0.09 0.11
H -0.04 -0.10 0.09
H 0.00 0.11 0.08
H 0.15 0.19 -0.18
H -0.11 -0.06 0.06
H -0.07 -0.16 0.44
F 0.00 0.00 0.00
C 0.04 0.01 0.03
C -0.05 0.00 0.04
C 0.02 0.00 -0.06
C -0.06 -0.03 0.09
C -0.02 0.00 0.00
C 0.02 0.00 -0.06
H 0.00 -0.01 -0.01
H -0.01 0.01 0.01
H -0.01 0.02 -0.06
H 0.01 -0.02 0.01
H -0.02 0.01 0.00
F -0.01 -0.01 0.01
C 0.05 0.01 -0.03
C -0.04 -0.05 -0.04
C 0.01 0.03 0.04
C 0.01 0.00 -0.01
C 0.00 -0.03 -0.03
C -0.01 0.04 0.05
H -0.01 0.02 0.00
H 0.00 -0.01 0.00
H 0.00 0.00 0.00
H 0.00 0.01 0.00
H -0.02 -0.01 -0.01
F 0.06 -0.05 0.00
C -0.06 0.04 -0.03
C 0.06 0.05 0.03
C 0.00 -0.04 -0.05
C 0.00 0.00 0.00
C -0.02 0.03 0.01
C 0.03 -0.05 0.00
H -0.06 -0.03 0.01
H -0.01 0.00 0.03
H 0.00 0.00 0.00
H 0.01 0.00 0.00
H 0.00 0.00 0.02